Formula: C17H23BrCl20INOPSi
Source: OMol25
Level of theory: ωB97M-V with the def2-TZVPD basis set

Cartesian coordinates (Å):
C 2.162 1.411 2.789
Si 2.361 0.286 1.274
C 4.051 -0.518 1.427
C 2.517 1.418 -0.244
C 0.809 -0.847 1.242
C -0.394 -0.247 0.882
Cl -0.516 1.426 0.515
C -1.606 -0.953 0.803
Cl -3.080 -0.213 0.331
C -1.578 -2.264 1.123
N -0.445 -2.864 1.502
P -0.761 -4.626 1.898
O 0.399 -5.514 1.158
I -0.484 -4.890 4.320
C 0.738 -2.202 1.568
C 1.978 -2.928 2.039
C 2.805 -3.572 0.891
C 3.503 -4.818 1.470
Br 4.951 -5.368 0.288
H 1.164 1.864 2.813
H 2.943 2.177 2.798
H 2.240 0.803 3.703
H 4.769 0.313 1.377
H 4.270 -1.120 0.538
H 4.269 -1.040 2.363
H 3.563 1.570 -0.526
H 1.973 0.978 -1.094
H 2.020 2.373 -0.047
H -2.515 -2.816 1.091
H 0.358 -5.231 0.226
H 1.690 -3.747 2.712
H 2.545 -2.244 2.674
H 2.109 -3.845 0.092
H 3.604 -2.946 0.499
H 2.827 -5.669 1.558
H 3.868 -4.614 2.481
C 7.202 -0.293 -1.400
Cl 7.330 0.744 0.023
Cl 6.776 -1.946 -0.932
Cl 6.020 0.353 -2.539
H 8.167 -0.318 -1.889
C -3.234 3.331 -1.491
Cl -4.620 2.604 -2.302
Cl -1.910 3.594 -2.629
Cl -3.691 4.846 -0.710
H -2.893 2.645 -0.725
C -4.157 7.471 -3.286
Cl -5.539 6.726 -4.091
Cl -2.831 7.721 -4.424
Cl -4.615 8.996 -2.519
H -3.816 6.796 -2.514
C -8.896 9.064 -5.329
Cl -9.932 7.737 -4.797
Cl -7.420 9.127 -4.362
Cl -8.510 8.904 -7.044
H -9.436 9.992 -5.189
C -4.373 -5.829 5.143
Cl -4.354 -7.327 4.211
Cl -4.578 -4.434 4.072
Cl -5.638 -5.865 6.364
H -3.419 -5.731 5.645
C 1.832 -1.773 -3.241
Cl 3.307 -2.156 -2.355
Cl 0.475 -1.598 -2.113
Cl 2.031 -0.310 -4.196
H 1.613 -2.593 -3.914

Force components x, y, z for each atom (eV/Å):
-0.5248 -0.8763 0.0173
1.3418 1.5531 0.3980
-0.0587 0.0579 -0.1927
-0.8781 -0.6206 -0.1293
-0.3252 0.0657 -0.2866
-0.5952 0.6355 -0.2107
0.2781 -0.1311 0.0702
0.2221 0.7485 -0.1298
0.0824 -0.2389 0.0577
-1.1112 -0.2107 -0.1226
1.3245 -0.5455 0.4307
-1.6796 -1.2603 -0.0940
-0.0783 1.3474 0.4990
0.4920 0.1738 -0.5483
0.8335 0.3594 0.2876
-0.4603 -0.4052 0.0159
0.1171 -0.5319 0.8155
-0.4190 0.0455 -0.1320
-0.1615 0.0546 0.3114
0.3000 0.1749 -0.0015
-0.1567 -0.0713 -0.0309
0.1202 0.2312 -0.1078
-0.2943 -0.0301 0.0354
0.1181 -0.0556 0.3177
-0.0560 -0.1539 -0.2668
-0.1373 -0.0672 0.1024
0.3325 0.1435 -0.0080
0.3208 -0.0703 0.0066
0.3967 -0.3202 0.0919
0.2269 -0.5241 -0.0673
-0.1132 0.2038 -0.1413
0.1167 -0.0811 -0.3096
0.4017 0.0292 -0.1604
-0.4727 0.2731 -0.0369
0.0916 0.1284 -0.1378
0.4028 0.0190 -0.3666
-0.0972 0.0064 0.0402
0.0564 -0.0069 -0.0446
0.0068 -0.0055 -0.0146
0.0242 0.0155 0.0103
-0.0222 -0.0147 0.0198
-0.0650 0.0594 -0.1730
0.0430 -0.0335 0.0592
0.0140 -0.0415 0.0743
0.0153 -0.0632 0.1209
-0.0102 0.0333 -0.0054
-0.0411 -0.0233 -0.1437
0.4494 -0.4259 0.1509
0.0018 -0.0251 0.0425
0.0274 -0.0396 0.0366
0.0137 0.0463 -0.0281
0.0649 -0.0014 0.0035
-0.0061 0.0358 0.0064
-0.4618 0.4363 -0.1110
-0.0180 0.0283 0.0259
-0.0078 -0.0363 -0.0159
-0.1542 -0.1224 0.0491
0.0755 0.0454 0.0003
0.0652 0.0627 -0.0279
0.0704 0.0273 -0.0346
-0.0201 0.0196 -0.0253
0.2824 0.1265 -0.0955
-0.0177 -0.0269 -0.0469
-0.1940 -0.0736 0.0326
-0.0391 -0.0609 0.0653
-0.0534 0.0079 0.0524

- HOMO energy: -11.868 eV
- DFT total energy: -367293.04689 eV
- ΔE to the lowest compared entry with this formula, charge and spin: 0.00 kcal per mole
- Spin multiplicity: 1
- Max |F|: 0.0409 hartree/bohr
- Charge: +1
- HOMO-LUMO gap: 7.345 eV

***

Formula: C17H23Cl2NOPtSSeSiTe
Source: OMol25
Level of theory: ωB97M-V with the def2-TZVPD basis set

Cartesian coordinates (Å):
Pt -0.003 0.175 0.158
O -0.616 0.966 1.952
N -1.883 1.391 1.966
C -2.366 1.781 3.168
C -3.641 2.260 3.283
C -4.442 2.341 2.142
C -3.935 1.931 0.936
C -2.628 1.441 0.855
S -1.952 0.879 -0.631
H -1.663 1.681 3.980
H -4.003 2.565 4.253
H -5.454 2.716 2.206
H -4.524 1.966 0.031
Cl 2.812 -2.694 -0.721
C 3.175 -1.821 0.761
Cl 2.747 -0.092 0.680
H 4.243 -1.858 0.937
H 2.590 -2.253 1.569
C -1.033 -0.489 -4.855
Te 0.650 -0.435 -2.241
C 0.197 1.455 -3.233
C 0.722 1.168 -4.578
C 1.906 1.714 -5.058
C 2.416 1.313 -6.279
C 1.791 0.322 -7.059
C 0.653 -0.267 -6.599
C 0.075 0.150 -5.360
H -1.584 -0.128 -4.002
H -1.440 -1.355 -5.365
H 0.737 2.252 -2.729
H -0.872 1.633 -3.183
H 2.427 2.458 -4.470
H 3.330 1.767 -6.641
H 2.224 0.027 -8.004
H 0.156 -1.043 -7.169
C 1.539 -0.156 4.066
Si 0.522 -1.698 3.816
C -0.982 -1.696 4.922
C 1.572 -3.201 4.178
Se -0.226 -2.011 1.645
H 1.842 -0.112 5.116
H 0.981 0.745 3.827
H 2.449 -0.161 3.457
H -0.691 -1.655 5.975
H -1.578 -2.597 4.769
H -1.623 -0.838 4.711
H 1.814 -3.218 5.245
H 2.518 -3.188 3.629
H 1.052 -4.130 3.941

Force components x, y, z for each atom (eV/Å):
0.2805 -0.1579 0.1072
0.1050 0.1654 0.1897
-0.1706 0.1097 0.2486
-0.0615 0.0480 0.0795
0.1096 -0.0321 0.0574
-0.0259 0.0049 -0.0362
-0.0533 0.0294 0.0573
0.0011 -0.0395 -0.1518
-0.0402 0.0052 -0.1747
-0.0048 0.0097 0.0112
0.0103 -0.0038 0.0010
0.0062 -0.0013 0.0094
0.0145 -0.0067 -0.0009
0.0782 -0.0371 0.0752
-0.0670 -0.0932 0.0746
-0.1284 0.1916 -0.0860
0.0122 -0.0054 0.0387
0.0378 0.0263 -0.1208
-0.0414 -0.1302 0.2115
-0.1275 -0.1612 -0.0870
0.0438 -0.1106 0.0436
0.0365 0.0020 -0.0890
-0.0661 0.0608 -0.0095
0.0200 -0.0206 -0.0358
0.0537 0.0624 0.0000
-0.1021 -0.0051 0.1014
0.1898 0.0845 -0.1248
-0.0871 0.0682 -0.1060
0.0206 -0.0230 0.0312
0.0086 0.0003 0.0119
-0.0362 0.0694 -0.0536
-0.0046 0.0023 -0.0079
-0.0052 -0.0005 0.0001
0.0041 0.0018 -0.0009
0.0067 -0.0021 0.0094
0.1972 -0.0803 -0.0431
-0.1516 0.0320 -0.0760
0.0098 0.0506 0.0213
0.0407 -0.0256 -0.0071
0.1173 -0.1713 -0.2585
-0.0073 0.0021 -0.0178
-0.0420 0.0990 -0.0313
-0.1307 0.0008 0.1208
-0.0050 0.0083 0.0043
0.0185 0.0063 -0.0093
-0.0039 -0.0093 0.0022
0.0041 -0.0044 -0.0088
-0.0720 -0.0211 0.0401
0.0077 0.0014 -0.0107

- HOMO energy (alpha / beta): -10.195 / -10.340 eV
- DFT total energy: -141176.60146 eV
- ΔE to the lowest compared entry with this formula, charge and spin: 0.00 kcal per mole
- Spin multiplicity: 2
- Max |F|: 0.0066 hartree/bohr
- Charge: +1
- HOMO-LUMO gap (alpha / beta): 5.091 / 5.175 eV

***

Q: Among the records above, which one has the highest DFT total energy?
A: C17H23Cl2NOPtSSeSiTe